# C16H32CuO8S

C16H32CuO8S as an isolated structure at a distorted geometry (the ωB97M-V functional and the def2-TZVPD basis, the Open Molecules 2025 dataset).

CARTESIAN COORDINATES (ANGSTROEM)
Cu -0.15 -0.04 -0.79
S -0.53 -0.74 -3.30
O 0.33 -1.61 0.80
O -0.16 -1.56 -2.17
O -2.27 -0.57 -0.10
O 0.47 -0.56 -4.37
O -0.29 1.72 0.23
O -1.59 -1.26 -4.17
O -0.77 0.56 -2.60
O 1.92 0.35 -1.28
C 2.68 -0.32 -2.32
C 2.70 1.42 -0.77
C -1.22 3.34 1.60
C 4.05 0.79 -0.66
C 4.02 -0.33 -1.67
C 1.78 -2.57 2.48
C -0.29 2.15 1.55
C 0.81 -1.43 2.16
C -2.86 -1.75 0.52
C -4.69 -0.21 0.47
C -3.45 0.33 -0.36
C 2.08 -3.05 1.06
C 0.69 -2.96 0.42
C -4.10 -1.29 1.32
C -1.02 3.96 0.31
C -0.29 2.98 -0.60
H 4.83 -0.27 -2.40
H -0.95 2.70 -1.42
H -5.47 -0.56 -0.20
H -0.74 3.99 2.34
H 4.24 0.50 0.38
H 2.35 -4.11 1.03
H -0.08 -1.50 2.78
H 0.74 2.31 1.87
H 2.67 2.28 -1.44
H 0.71 3.31 -0.88
H -1.97 4.23 -0.15
H -2.22 3.04 1.90
H -3.86 0.31 -1.37
H 2.34 1.78 0.19
H -0.58 4.94 0.50
H 2.87 -2.56 0.49
H -3.74 -0.89 2.26
H -4.89 -2.02 1.53
H 0.67 -3.01 -0.67
H 2.73 -2.25 2.92
H 4.88 1.49 -0.83
H 1.32 -0.47 2.29
H -0.63 1.34 2.21
H -3.14 -2.46 -0.25
H 4.22 -1.29 -1.19
H -0.11 -3.60 0.78
H -2.15 -2.25 1.18
H -5.10 0.49 1.20
H -3.26 1.38 -0.12
H 1.31 -3.30 3.14
H 2.38 -1.30 -2.70
H 2.76 0.39 -3.15

The spin multiplicity is 3. For the electronic energy, the calculation gives -3269.2756 Ha. The calculation puts the gap between HOMO and LUMO (alpha / beta) at 2.43 / 6.53 eV. The value obtained for the highest occupied orbital energy (alpha / beta) is 0.0103 / -0.1737 hartree. As for the charge: -1. The maximum force is 8.9 eV Å⁻¹.